# 1
This record from the Open Molecules 2025 dataset describes C24H63F6MnN3O19S2 as an isolated structure at a distorted geometry. The level of theory is the ωB97M-V functional and the def2-TZVPD basis.

```
118
Properties=species:S:1:pos:R:3:forces:R:3:mulliken_charge:R:1
H 7.86498 15.66536 16.94693 0.1514 0.5646 0.7889 0.28
C 14.09052 11.82237 7.93338 -0.0250 0.5027 0.3105 0.28
C 14.44828 14.71231 11.23538 -0.2787 0.1940 -0.0775 -1.36
H 15.88027 13.55634 10.05036 0.3066 0.4508 0.1060 0.67
H 19.90485 12.93981 13.99480 -0.2971 -0.0633 -0.5190 0.35
F 18.07726 17.53417 15.64315 0.5857 3.2546 -0.4476 -0.18
H 8.93640 16.00860 13.48115 0.2997 -1.2982 0.3165 0.35
N 10.98264 14.33622 12.48371 0.8254 -0.4971 -1.1317 -0.53
H 16.89820 12.80880 11.95413 1.2056 -0.4379 -0.1806 -0.05
H 10.18881 8.90846 14.73342 -0.1286 -0.3998 -0.6326 -0.10
H 17.81735 11.86815 10.21893 0.4653 -0.1835 0.0951 0.36
H 15.96665 7.64980 15.87778 -0.9092 0.2909 -0.4182 0.48
H 12.79517 11.27181 15.42469 -0.2555 -0.5624 -0.5559 -0.51
F 12.73812 8.97054 14.36693 0.3786 0.1620 -0.2208 -0.19
O 17.15558 9.29047 15.67609 -0.3318 -0.5463 0.2165 -0.67
H 7.30103 16.21060 15.33585 -0.1158 -0.8363 0.3324 0.31
H 13.63327 10.89295 7.62268 -0.2860 -0.3695 -0.1324 0.49
N 17.53650 8.60460 11.56817 -0.2838 1.0433 -0.6476 -0.61
O 13.22894 13.17769 15.50757 0.7967 1.4500 0.8684 0.95
O 16.24758 16.69337 13.29101 0.6054 -0.4488 0.2264 -0.73
N 9.50447 11.25310 14.63916 -0.4434 1.3450 -1.1862 -0.10
H 13.32507 13.94270 16.18648 0.0285 -0.7379 -0.9167 -0.41
C 9.57828 10.53301 15.85485 -0.4573 -0.3465 1.1734 0.95
F 18.70552 15.66732 14.76106 -0.9697 0.7035 0.7481 -0.23
O 9.20756 15.38555 15.43589 -1.3400 -0.2124 0.3717 -0.14
O 15.37282 11.42462 15.43067 -0.7999 0.3114 0.6987 -0.44
H 14.60620 12.68838 10.69800 -1.0970 -1.1088 0.0970 -0.40
S 13.49952 10.31499 12.15221 -1.6883 0.3949 -0.2025 1.50
H 14.94676 12.13243 17.38024 -0.2834 -1.6579 -0.6058 0.13
C 10.76712 14.80004 13.83294 -1.6478 0.6123 0.4309 1.83
H 15.94656 8.59586 14.24561 -1.4379 0.1441 -0.2778 -0.38
C 11.49111 15.94426 18.17628 1.3874 1.5680 1.3735 -0.35
O 18.54842 12.04664 12.50405 -0.1029 0.7473 2.5651 -0.60
O 15.08420 16.75081 15.37600 -0.1073 -0.0473 1.0663 -0.90
H 18.26608 13.65954 13.93038 -0.2019 0.1398 -0.2916 -0.02
C 11.53629 16.05346 14.12513 -0.6641 1.8861 -0.8954 -1.30
H 11.61300 16.75635 13.24688 0.0153 -0.8904 0.5285 0.25
H 14.90737 15.73300 11.25880 0.1257 -1.2071 0.0500 0.19
C 18.83050 12.74600 13.87276 0.2870 -0.9603 -2.1921 -0.48
C 8.44528 11.01254 16.79909 0.5961 -2.3646 0.7850 -1.71
C 17.72405 16.33603 15.49081 0.1018 -3.3246 -0.4483 0.56
H 10.81749 13.34490 12.34921 -0.1132 0.0060 0.2086 0.27
O 13.64803 15.23251 17.11538 -0.2847 -1.0048 -0.2979 -0.18
H 16.42086 10.85843 10.42157 0.7248 -0.2353 -0.5411 -0.09
H 16.78270 6.61957 13.72316 0.7067 -0.2826 0.2492 0.29
C 9.27534 15.06933 14.04767 1.1340 2.1121 0.5224 -1.29
H 11.02607 14.08235 14.62619 0.0957 -0.3442 -0.8115 -0.81
H 15.23806 12.28134 6.18432 -0.5265 0.5130 0.4668 0.31
Mn 14.75440 13.05776 13.81527 -0.3173 -0.3291 0.7588 3.17
O 18.53611 7.77748 13.95855 1.1194 -0.3662 0.7373 -0.69
H 16.56565 8.83940 11.68238 -0.7866 -0.3447 0.3505 0.40
F 11.19754 9.55519 12.94710 0.8117 -0.3528 0.0256 -0.41
H 12.82453 14.46322 12.34660 -0.7385 -0.0722 0.1462 -0.05
O 14.77695 9.71249 12.02877 1.4354 -0.4332 -0.1356 -1.05
H 16.06178 10.75580 15.55233 0.5588 -0.2456 -0.2960 -0.05
H 13.83434 14.42874 7.49022 -1.4044 0.0762 0.9187 0.34
F 12.52669 7.91494 12.49456 0.2809 -0.3406 -0.0560 -0.23
H 7.47616 14.39689 15.88481 -0.6500 0.2377 -0.5483 0.35
H 8.85735 6.51347 16.78330 0.3436 0.2392 -0.0279 0.29
H 10.56825 10.62378 16.31224 -0.1248 0.4032 0.1590 -0.40
C 18.15305 10.68172 12.70558 -0.4479 0.2287 -0.6972 -0.32
C 12.49888 9.10943 13.06174 -1.7487 -0.0681 -0.0790 0.14
F 17.71925 15.81482 16.73079 -0.4066 -0.7060 -0.2652 -0.23
H 18.32715 8.14446 13.09062 -0.4352 -0.1233 -0.9005 0.38
H 12.84783 14.65725 18.93163 0.9974 1.4100 -0.8747 0.22
O 13.79044 14.46004 12.49256 0.4077 0.2758 -0.2166 0.46
O 10.76836 14.77823 17.91814 0.0201 0.2733 -0.0552 -0.50
H 8.44378 8.78377 15.21936 0.4631 0.0100 0.1157 0.27
H 8.44068 12.03311 17.08855 0.1592 1.1920 -0.3928 0.36
O 14.50638 14.05661 6.95908 1.6780 -1.4382 -1.2189 -0.53
H 11.27032 16.30517 19.19515 -0.1003 -0.3032 0.0226 0.40
H 18.54455 12.09058 14.66239 -0.4652 -0.5985 0.5213 0.23
O 12.71379 10.53293 10.97153 0.2719 -0.3482 -0.8662 -0.71
C 7.84238 15.42628 15.90932 1.0988 -0.1194 -0.8506 -1.01
H 10.42591 14.84094 11.78256 0.3230 -0.1469 0.5875 0.28
C 9.85747 6.87386 16.47252 -0.9029 0.7764 -0.5550 -0.79
C 18.15268 9.95270 11.36040 0.4936 -0.1641 -1.6027 -0.11
C 15.25475 13.47990 10.93900 1.8340 0.9014 0.2100 0.08
S 16.09034 16.09128 14.58841 -0.1167 -0.4116 -1.0560 1.16
H 10.04290 10.82560 13.89385 -0.1500 0.1190 0.1713 0.16
H 12.36935 11.90566 16.93751 0.3285 0.5091 0.3360 0.73
H 13.52941 12.46893 6.00216 -0.7154 0.2222 -0.2365 0.30
H 17.68184 10.47949 9.17154 0.1017 -0.5227 -0.0251 0.56
O 16.02824 13.15764 12.11428 -1.1484 0.2335 -0.1294 -0.29
H 10.39607 14.95955 17.06519 -0.7988 -0.4899 -1.1222 0.16
H 9.96142 6.59880 15.41052 0.1632 0.1340 0.2148 0.31
H 13.72289 14.65125 10.43847 -0.6173 0.5531 -0.2699 0.64
O 15.97910 14.60352 14.57703 0.3314 1.0690 0.5300 -1.05
O 9.94378 8.31992 16.63375 0.0422 -1.7832 0.6802 -0.37
H 14.99579 11.50669 8.48351 -0.1276 0.6454 -0.0198 -0.23
O 13.39240 11.45524 13.03259 0.7214 1.2317 1.1244 -0.92
C 14.53257 11.34412 16.64941 0.1820 3.5660 -1.1784 -0.92
H 18.83012 10.21284 13.39029 0.6415 -0.3692 0.2833 0.80
H 12.76242 11.84830 9.19704 -0.8226 0.0658 1.1046 0.21
H 19.16745 9.69705 11.08720 0.5402 0.4209 -0.0656 0.57
O 13.16948 12.58185 8.74359 0.6200 -0.9107 -0.3782 -0.47
H 18.06584 9.27239 15.36350 0.2543 -0.1260 -0.1882 0.34
H 13.57256 16.35530 18.87410 -0.3335 -0.3213 -0.5250 0.44
C 13.14765 11.95226 16.17083 0.2812 -2.3649 0.4762 0.21
H 14.56892 10.30526 16.95605 -0.5256 0.1104 0.4844 0.60
C 17.51928 10.81810 10.18552 -1.2595 -0.0377 1.9783 -1.16
C 16.47512 8.15192 15.05701 0.5992 1.6118 0.8347 0.43
H 11.22078 16.84376 17.58739 0.1583 -0.7782 -0.5022 0.27
H 7.45345 10.69449 16.38928 0.7034 0.3115 0.3751 0.37
H 11.05611 16.67294 14.89311 0.1036 -0.4303 0.0304 0.39
H 10.60361 6.32209 17.04606 0.1196 0.5681 0.1115 0.27
H 12.49842 15.79988 14.45552 1.5643 -0.0209 0.3579 0.00
C 13.00592 15.61017 18.27413 -1.8477 -1.3486 2.5444 -0.59
H 8.63687 10.49770 17.77840 -0.5713 0.0806 -0.8211 0.38
C 14.31944 12.64702 6.70972 1.5852 0.6465 -0.6503 -0.60
C 17.40863 7.15460 14.46526 -0.2996 -0.5370 1.2002 -0.66
H 17.53628 8.04014 10.71036 0.4347 0.3985 0.3413 0.31
H 17.15007 10.52042 13.15071 0.0584 0.7247 -0.0885 0.09
H 8.72436 14.20221 13.76528 -0.8098 -0.7035 -0.0065 0.45
H 17.65534 6.54679 15.36394 0.5727 -0.3633 -1.1511 0.42
C 9.47940 9.05695 15.52837 -0.1968 -0.3378 0.6572 -0.08
H 14.22990 15.90538 16.78468 0.6487 0.8370 -0.7861 0.09
H 8.52287 11.22007 14.38440 0.0708 0.2462 -0.5162 0.34
```
Positions in Å, forces in eV/Å.

Summary:
Multiplicity: 6
F_max (eV/A): 3.76
LUMO (eV): 0.511
HOMO-LUMO gap (eV): 9.9
Energy above the lowest of the compared OMol25 structures with the same formula, charge and spin (kcal/mol): 31.2



# 2
This record from the Open Molecules 2025 dataset describes a 7-piece molecular cluster, C24H64B3F12N4O8 overall at a distorted geometry. The level of theory is the ωB97M-V functional and the def2-TZVPD basis.

```
115
Properties=species:S:1:pos:R:3:forces:R:3:mulliken_charge:R:1
H 4.06729 -2.57845 -9.57491 -0.5100 -0.5213 0.6945 0.35
F -4.65270 2.02383 3.03783 -0.1052 -0.2532 0.3757 -0.39
H -3.35802 1.00589 5.13083 -0.9212 -0.8033 -0.1019 0.38
F 3.34644 -3.20308 0.58065 -0.3619 0.1728 -0.3466 -0.40
O 5.52867 -0.66362 -10.26703 0.3573 -0.7775 -0.1019 -0.38
H -3.51767 -0.09361 11.80206 -0.0606 0.2573 -0.3613 0.31
C 2.97790 -0.92890 -6.05941 0.8314 -0.3292 0.8272 -0.16
C -2.88581 -0.79614 11.25595 0.9215 0.1858 0.2440 -0.79
O 4.08785 -0.65865 -5.21145 0.5301 0.1851 -0.2815 -0.42
H -4.68878 -2.49976 10.55669 0.2264 -0.0994 0.0827 0.40
C 4.28639 0.59961 0.07467 0.3845 0.3976 0.5412 -0.82
H -5.43178 -0.97179 10.35953 0.2273 0.5578 -0.2451 0.43
F 0.62453 1.56686 -4.68069 -0.3769 -0.1153 0.3455 -0.36
H -3.86392 -0.25927 -0.97171 0.0436 -0.1180 0.1986 0.36
C 5.96176 -1.97106 -9.90984 -0.1409 0.1102 -0.0967 -0.60
C 5.40167 -0.19855 1.99051 0.4938 -0.6191 -1.1074 -0.70
H -2.55774 2.77591 -2.64154 -0.0351 -0.2826 -0.0135 0.48
H -2.73641 0.64287 -3.70121 0.1847 -0.1588 0.1330 0.39
H 3.05732 0.05821 -3.51834 -0.1041 -0.2833 -0.1782 -0.01
H -1.78859 2.90851 2.65390 0.0415 -0.1135 -0.1721 -0.02
H -2.98000 -3.60911 6.23116 0.1232 0.2847 -0.2541 0.38
C -0.87825 2.56882 3.15453 -0.4051 0.1587 0.9365 -0.16
F 1.65356 2.30458 -2.78372 -0.8814 0.2164 0.0478 -0.32
H -1.18252 1.83240 3.90310 -0.0415 -0.2922 -0.3167 -0.16
H 5.49291 -1.65352 -7.16961 0.0610 0.3410 0.0360 0.38
H -1.93154 -2.49925 -0.95299 -0.2152 0.2088 -0.3489 0.42
N -3.79329 -2.62888 7.84730 -0.2624 -1.3026 0.5373 -0.15
H 3.70891 -1.07628 -11.25156 0.0776 -0.2828 -0.1044 0.32
F 2.14180 -1.57545 1.57569 -0.2914 0.5262 0.4201 -0.43
F 1.03118 -3.31989 0.58796 0.0653 0.2059 -0.2117 -0.38
H -0.81550 5.33360 -0.44091 0.1573 0.1258 0.0215 0.36
O -1.20231 3.32075 -0.24255 0.2642 1.1069 -1.8921 0.01
H 4.64933 -0.62403 -8.11874 -0.0977 -0.0610 -0.4080 0.42
H -2.14200 -1.47455 0.43028 0.2175 0.5934 0.0961 0.04
C -3.91610 -1.76527 5.57101 1.3810 1.1745 -1.3036 -0.12
H 4.46434 0.50678 -11.38459 -0.4142 -0.1060 -0.2150 0.26
C -2.58694 3.52021 -0.16934 -0.5068 0.6491 -0.0456 -1.11
H 2.77009 -2.42501 -7.67724 -0.2279 -0.0310 0.2272 0.42
H -3.53989 -1.94425 4.55652 -1.1748 -0.5278 -0.2621 0.38
H -2.77274 -1.65918 11.92135 -0.2701 -0.4167 -0.4503 0.33
C -0.39354 4.45213 0.04565 -0.8038 0.2407 0.6796 -1.04
F -3.18935 0.44949 2.27298 0.2172 0.2777 -0.5966 -0.16
H 0.77878 2.44052 -0.22880 -0.0316 -0.4012 0.0460 -0.51
F -0.69577 2.02410 -2.85211 3.8604 0.4861 -2.0789 -0.20
H 5.08011 -0.73023 -12.39374 0.4641 -0.7067 0.2970 0.32
H 6.36786 -0.03875 1.49447 0.0433 -0.2412 -0.0651 0.31
H 2.13910 1.24041 1.53480 -0.1739 -0.2352 0.1668 0.56
O -3.33404 -1.07658 9.93879 -0.8880 -0.0224 0.3827 -0.27
H 2.66492 0.88746 -1.27301 0.3511 0.2358 -0.2459 -0.11
C 0.61075 1.42237 0.11166 0.4246 -1.1200 -0.1502 0.37
C -0.45089 1.35338 1.15303 0.5854 0.7615 1.8213 0.87
H 5.01869 -1.19536 1.75165 0.2419 -0.1449 0.1242 0.27
H -1.88017 -0.40794 11.10623 -0.1165 0.3125 0.2493 0.26
C -4.98016 -1.97800 8.50523 0.5921 1.3043 -0.9740 -0.58
N 1.91945 0.89612 0.60044 -0.0822 0.6206 -0.4588 0.23
C -1.61689 -1.53794 -0.52480 0.9021 -0.8887 -0.5079 -0.42
C 4.66247 -0.56793 -11.39953 -0.3115 1.6849 0.4957 -0.71
H -0.53332 -1.64048 -0.47748 -0.0597 0.0759 0.6916 -0.05
O -2.88087 -0.92006 6.06083 -0.6717 0.3228 1.2060 -0.47
H 0.63477 4.29841 -0.26833 -0.1418 -0.1475 -0.3045 0.26
H 1.85066 -0.13303 0.61186 0.3729 0.1081 0.4726 0.09
H 2.23708 -1.39672 -5.40533 -0.6911 0.3307 -0.4453 0.25
B 2.13748 -2.47625 0.49089 0.7219 -1.3553 0.5013 0.31
C 3.01516 1.30998 -0.33259 -0.8648 -1.2124 -0.1138 -0.22
F 2.10853 -1.71725 -0.68878 -0.1690 0.3138 -0.3430 -0.16
H -2.85421 3.64717 0.88340 -0.4885 0.1430 -0.0918 0.25
O -1.81991 -0.44852 -1.41505 -1.0850 -0.5780 0.5169 0.04
C -2.61456 0.21274 5.24339 1.0853 0.6937 0.2560 -0.75
F -5.21787 0.87661 1.15210 0.4599 0.1138 -0.1662 -0.36
C 3.77067 0.36803 -4.28232 -0.4788 1.1186 0.0965 -0.54
H -2.24269 -0.11270 4.27601 -0.1843 0.0794 -0.1524 0.15
N -2.58438 1.95084 -2.04175 -4.0988 -0.0327 1.5317 0.16
O 0.10752 2.09010 2.28145 -0.0051 0.3577 -0.3559 -0.55
C -3.17566 -0.39482 -1.80783 0.3796 0.3452 -0.8289 -0.58
C -3.32351 2.33300 -0.77109 1.1764 -0.3510 -0.3766 0.10
H -1.83976 0.78835 5.75358 0.3975 -0.5032 0.0841 0.38
H -5.82459 -2.64249 8.34932 -0.1112 0.0559 0.3295 0.40
N 4.70028 -1.59609 -7.80979 -0.3083 -1.0695 0.9179 -0.16
H -0.38815 4.57186 1.13321 0.0644 0.3566 -0.0237 0.31
H 4.18293 -0.45927 -0.17184 0.1030 -0.0482 -0.1523 0.35
H 4.62736 0.80437 -3.77026 0.4618 -0.6478 -0.2580 0.33
H -2.88000 4.40131 -0.75636 0.1431 0.2499 0.2733 0.62
C -3.87582 -3.00450 6.37967 0.1835 -0.5195 0.8251 -0.96
C 4.94569 -2.57069 -8.93151 0.2808 1.5129 -0.9111 -0.58
H 3.87605 -2.74500 -6.25920 -0.1415 -0.4938 -0.4397 0.38
F 0.76311 0.22910 -2.79734 -0.4397 0.0685 -0.1553 -0.42
C -3.24608 0.78278 -2.75110 -0.1572 1.0766 0.5746 -0.79
H -1.58937 1.72733 -1.88654 -0.9044 -0.2330 0.8252 0.23
H -4.28216 1.06476 -2.93655 -0.0303 -0.0200 -0.0950 0.42
F -5.13123 -0.32505 3.06076 -0.2782 0.3676 0.7078 -0.34
H 3.33947 1.20556 -4.83743 -0.2552 0.0239 0.1431 0.35
H 0.34841 0.76901 -0.72241 -0.0069 0.2759 -0.1070 -0.52
H -0.51508 3.39963 3.76432 0.4218 0.1150 -0.3681 0.37
H 5.96197 -2.62037 -10.78664 0.2986 -0.0839 -0.0101 0.39
H 2.63686 -0.02050 -6.55845 -0.2958 -0.0140 0.0156 0.44
H -3.29523 1.48190 -0.09686 -0.1630 0.0164 -0.0507 -0.09
O 4.48236 0.74085 1.46794 -0.4742 0.6506 0.8824 -0.36
H 5.14837 1.04982 -0.42695 0.0020 -0.2010 -0.3680 0.67
H -5.14078 -1.03800 7.97583 -0.1186 -0.1890 -0.3084 0.32
H 6.96799 -1.89019 -9.50310 0.0528 0.0047 0.0212 0.38
H -3.66899 -3.51597 8.33851 0.1775 0.0512 0.0965 0.40
B -4.56292 0.78247 2.40480 -0.1685 -0.5397 -0.5103 0.44
H -4.88516 -1.25982 5.57722 0.0065 -0.0992 -0.2137 0.33
H 5.22880 -3.53272 -8.51916 -0.1840 -0.0768 -0.0174 0.39
H -3.47833 -1.28156 -2.37038 0.0565 -0.2305 0.1155 0.47
H -4.71329 -3.68356 6.22648 -0.2434 0.2800 0.0678 0.32
H -0.72004 0.38811 1.57398 -0.1738 -0.3374 -0.7006 0.80
H -2.92381 -2.11178 8.01007 -0.2687 0.5272 -0.0986 0.46
H 5.62351 -0.15245 3.05403 -0.7338 0.6060 0.1001 0.25
C -4.64292 -1.59555 9.93191 -0.0882 -1.6259 0.3683 -0.64
B 0.55807 1.52946 -3.27233 2.1447 -0.3120 -0.9444 0.04
H -1.23611 1.99382 0.74679 -0.0238 -1.6949 0.8185 -0.56
H -4.34458 2.58999 -1.03516 -0.1124 -0.0407 0.2218 0.36
C 3.48061 -2.01710 -6.96653 0.6533 0.2251 -0.1471 -0.91
H 2.96692 2.39063 -0.42899 0.5161 0.0634 0.2654 0.67
```
Positions in Å, forces in eV/Å.

Summary:
F_max (eV/A): 4.41
LUMO (eV): -1.962
HOMO-LUMO gap (eV): 8.9
Charge: +1
Energy above the lowest of the compared OMol25 structures with the same formula, charge and spin (kcal/mol): 33.6



| no. | E (a.u.) |
| --- | --- |
| 1 | -5092.6198 |
| 2 | -3046.9628 |